1.
{
  "formula": "C28H47BrN2OP2Pd",
  "method": "ωB97M-V/def2-TZVPD",
  "elements": ["N", "C", "C", "C", "C", "C", "C", "Pd", "P", "C", "C", "C", "C", "C", "C", "C", "Br", "H", "H", "H", "H", "H", "H", "H", "H", "H", "H", "P", "C", "C", "H", "H", "H", "H", "H", "C", "C", "H", "H", "H", "H", "H", "C", "C", "H", "H", "H", "H", "H", "C", "C", "H", "H", "H", "H", "H", "C", "C", "H", "H", "H", "H", "H", "C", "C", "H", "H", "H", "H", "H", "C", "N", "C", "C", "O", "H", "H", "H", "H", "H", "H", "H"],
  "xyz": [[-6.1572, 4.5101, -4.5724], [-5.8751, 4.9041, -3.3315], [-4.8593, 4.3032, -2.5863], [-4.0687, 3.2417, -3.1235], [-4.3930, 2.8657, -4.4609], [-5.4569, 3.5226, -5.1125], [-3.0671, 2.6849, -2.2136], [0.9286, -0.0595, -0.9421], [3.0929, -0.4590, -0.4668], [-1.8961, 1.9535, -2.2777], [-1.0711, 2.0015, -1.1184], [0.3716, 1.9606, -1.2977], [1.1785, 2.7219, -0.3668], [0.6209, 3.2861, 0.7749], [-0.7361, 3.0517, 1.0840], [-1.5476, 2.3998, 0.1494], [1.7187, 4.1785, 1.9121], [-3.2754, 3.1032, -1.2215], [-1.5229, 1.4843, -3.1932], [-4.6877, 4.6787, -1.5702], [-3.8840, 2.0808, -4.9943], [-6.4677, 5.7230, -2.8993], [-5.7516, 3.2458, -6.1249], [0.7311, 1.8558, -2.3347], [-2.6019, 2.2374, 0.4011], [2.2397, 2.8121, -0.5753], [-1.1236, 3.4010, 2.0495], [-0.1809, -2.0771, -0.6009], [4.1466, 1.0133, -0.2152], [5.6755, 0.9537, -0.1451], [3.7914, 1.4739, 0.7155], [3.8339, 1.6701, -1.0319], [6.0253, 1.9577, 0.1321], [6.0309, 0.2633, 0.6282], [6.1463, 0.7037, -1.1066], [3.9833, -1.5681, -1.6628], [5.2977, -2.1933, -1.2064], [4.1429, -0.9447, -2.5561], [3.2456, -2.3331, -1.9454], [5.7597, -2.7519, -2.0409], [6.0356, -1.4354, -0.9117], [5.1738, -2.8988, -0.3824], [3.1446, -1.3321, 1.1515], [4.4456, -1.2713, 1.9494], [2.8714, -2.3723, 0.9268], [2.3184, -0.9022, 1.7422], [4.4007, -2.0342, 2.7329], [5.3245, -1.4996, 1.3253], [4.5767, -0.2862, 2.4221], [-0.0382, -2.8807, 1.0507], [-0.8726, -4.1576, 1.2648], [-0.2938, -2.1084, 1.7977], [1.0345, -3.1151, 1.1573], [-1.9158, -3.9283, 1.5376], [-0.8792, -4.8226, 0.3850], [-0.4286, -4.7209, 2.1020], [0.4676, -3.4499, -1.6383], [0.4731, -2.9990, -3.0962], [-0.1530, -4.3479, -1.4803], [1.4868, -3.6812, -1.2799], [-0.5077, -3.1433, -3.5724], [0.7339, -1.9321, -3.1745], [1.2159, -3.5675, -3.6666], [-1.9916, -1.9749, -0.9177], [-2.8133, -1.6039, 0.3081], [-2.3191, -2.9298, -1.3555], [-2.0934, -1.2165, -1.7120], [-3.6632, -0.9832, 0.0050], [-3.2311, -2.4904, 0.8020], [-2.2213, -1.0315, 1.0339], [-2.8218, 0.7138, 4.3459], [-1.5834, 0.1170, 4.8132], [-1.4643, -0.2371, 6.2189], [-0.6127, -0.2156, 3.9335], [-0.6099, 0.0702, 2.7330], [-3.3830, 1.0414, 5.2245], [-3.4410, -0.0129, 3.7958], [-2.6048, 1.5626, 3.6843], [-1.7406, -1.2845, 6.4180], [-0.4225, -0.1001, 6.5321], [-2.1273, 0.4026, 6.8092], [0.1934, -0.7980, 4.4329]],
  "energy_ev": -126925.142,
  "e_homo_ev": [-5.81, -5.81],
  "multiplicity": 1,
  "lumo_ha": [-0.0002, -0.0002]
}

2.
{
  "formula": "C28H47Cl3N2O3PPrSi",
  "method": "ωB97M-V/def2-TZVPD",
  "elements": ["C", "C", "H", "H", "H", "C", "C", "H", "H", "H", "H", "Pr", "Cl", "Cl", "C", "O", "N", "C", "C", "H", "H", "H", "H", "H", "H", "H", "H", "H", "C", "C", "N", "H", "C", "O", "H", "H", "H", "H", "O", "C", "C", "C", "H", "C", "H", "C", "H", "C", "C", "H", "H", "H", "Si", "Cl", "C", "C", "C", "H", "H", "H", "H", "H", "H", "H", "H", "H", "C", "P", "C", "C", "C", "C", "C", "C", "C", "H", "H", "H", "H", "H", "H", "H", "H", "H", "H", "H"],
  "xyz": [[-1.6635, 0.4206, -4.7881], [-0.4046, -0.1608, -5.3172], [-1.6730, 1.5039, -4.9654], [-1.7495, 0.2534, -3.7057], [-2.5519, -0.0007, -5.2806], [0.0421, 0.1147, -6.5532], [-0.6465, 1.0108, -7.5175], [0.9448, -0.3659, -6.9178], [-0.9166, 1.9823, -7.0852], [-1.5629, 0.5744, -7.9367], [0.0306, 1.2032, -8.3543], [-1.5426, -0.2476, 1.0410], [-3.3469, -1.1728, 2.6737], [-1.1776, -2.5779, -0.3653], [0.5845, -2.4591, 2.0838], [0.3657, -1.2054, 2.1365], [1.7992, -2.9705, 2.1233], [2.9660, -2.0947, 2.2245], [2.0275, -4.3634, 1.7703], [-0.2365, -3.1794, 1.9890], [2.8233, -1.3482, 3.0211], [3.1683, -1.5712, 1.2688], [3.8192, -2.7370, 2.4776], [1.1675, -4.9482, 2.1033], [2.9324, -4.6983, 2.2787], [2.1365, -4.4772, 0.6833], [-3.0428, 5.1225, 0.9844], [-1.3025, 3.0184, -1.0482], [-1.9612, 5.3274, 1.0001], [-0.7066, 3.8101, -0.5658], [-1.2016, 4.1008, 0.7753], [-1.7043, 5.7370, 1.9833], [-1.1007, 3.2068, 1.7509], [-0.8198, 1.9859, 1.5702], [0.3411, 3.4818, -0.5255], [-1.2868, 3.6041, 2.7620], [-1.7075, 6.0385, 0.2101], [-0.8000, 4.7344, -1.1414], [0.6963, -0.2152, -3.2126], [0.3918, -1.0129, -4.3497], [2.7477, -0.9465, -5.3639], [1.6316, -1.6848, -4.9462], [2.7190, 0.1476, -5.3166], [3.8940, -1.6167, -5.8128], [-0.3008, -1.7905, -3.9840], [1.6266, -3.0829, -5.0418], [4.7694, -1.0310, -6.1015], [3.8923, -3.0116, -5.8870], [2.7560, -3.7459, -5.5300], [0.7248, -3.6087, -4.7104], [4.7823, -3.5221, -6.2489], [2.7268, -4.8337, -5.6237], [1.8483, -0.2533, -2.0178], [-2.1374, 0.7015, -1.4409], [3.3518, 0.7230, -2.5306], [2.3060, -2.0408, -1.6416], [1.0169, 0.4412, -0.5311], [3.9822, 0.1871, -3.2578], [3.9566, 0.9384, -1.6326], [3.0501, 1.6769, -2.9918], [0.4574, 1.3474, -0.7761], [1.6418, 0.5921, 0.3537], [0.3084, -0.3958, -0.3732], [2.6757, -2.5770, -2.5252], [1.4101, -2.5633, -1.2743], [3.0899, -2.0748, -0.8733], [-0.6415, 2.2414, 5.4468], [-1.7061, 0.9070, 4.7720], [-0.6486, -0.5189, 5.2688], [-3.0040, 0.8353, 6.0652], [-4.3178, 0.5440, 5.6483], [-5.3514, 0.4933, 6.5787], [-5.0962, 0.7667, 7.9274], [-3.7985, 1.0839, 8.3406], [-2.7467, 1.1073, 7.4207], [0.1289, 2.4225, 4.6864], [-0.1676, 1.9556, 6.3939], [-1.2336, 3.1548, 5.5794], [-0.0344, -0.2712, 6.1459], [-1.3060, -1.3727, 5.4713], [-0.0094, -0.7690, 4.4104], [-4.5181, 0.3442, 4.5959], [-6.3617, 0.2472, 6.2509], [-5.9092, 0.7411, 8.6538], [-3.5981, 1.3274, 9.3850], [-1.7381, 1.3599, 7.7570]],
  "energy_ev": -107731.686,
  "e_homo_ev": [-8.31, -8.33],
  "multiplicity": 3,
  "lumo_ha": [0.0096, 0.0097]
}

3.
{
  "formula": "C28H47Cl3N2O3PSiTi",
  "method": "ωB97M-V/def2-TZVPD",
  "elements": ["C", "C", "H", "H", "H", "C", "C", "H", "H", "H", "H", "Ti", "Cl", "Cl", "H", "H", "C", "C", "N", "H", "C", "O", "H", "H", "H", "H", "H", "H", "C", "C", "N", "H", "C", "O", "H", "H", "H", "H", "O", "C", "C", "C", "H", "C", "H", "C", "H", "C", "C", "H", "H", "H", "Si", "Cl", "C", "C", "C", "H", "H", "H", "H", "H", "H", "H", "H", "H", "C", "P", "C", "C", "C", "C", "C", "C", "C", "H", "H", "H", "H", "H", "H", "H", "H", "H", "H", "H"],
  "xyz": [[-1.5612, -2.0049, -4.4570], [-1.1387, -2.8300, -3.2900], [-1.6422, -2.6050, -5.3714], [-0.8417, -1.1906, -4.6361], [-2.5355, -1.5341, -4.2572], [-0.5041, -4.0169, -3.4135], [0.0130, -4.5461, -4.7034], [-0.3708, -4.6699, -2.5567], [0.5264, -3.7791, -5.3047], [-0.7937, -4.9744, -5.3155], [0.7345, -5.3488, -4.5038], [0.3473, 0.9359, -0.8832], [-1.9811, 0.8135, -0.3207], [2.2382, 2.1121, -1.6325], [1.1956, 4.1708, 3.1673], [-1.0818, 5.7037, 2.4759], [1.3580, 4.2746, 2.0813], [-0.7082, 5.5396, 1.4552], [0.0704, 4.3229, 1.3906], [1.9784, 3.4498, 1.7227], [-0.4103, 3.2864, 0.7471], [0.3516, 2.3005, 0.4807], [-1.5577, 5.4441, 0.7682], [-1.4703, 3.2870, 0.4460], [1.8712, 5.2287, 1.9070], [-0.0840, 6.3897, 1.1514], [1.5075, -1.6300, -3.2338], [2.8811, -4.0860, -1.9208], [2.5013, -1.3467, -2.8577], [3.5095, -3.2452, -1.5901], [2.7494, -1.9987, -1.5621], [2.5543, -0.2555, -2.7512], [2.2763, -1.5151, -0.4177], [1.5914, -0.4504, -0.3440], [3.8986, -3.4722, -0.5899], [2.5257, -2.0700, 0.5010], [3.2708, -1.7086, -3.5446], [4.3376, -3.1390, -2.2957], [-0.3433, -1.1270, -2.0882], [-1.2623, -2.0995, -1.9465], [0.1371, -3.6484, -0.5129], [-1.0618, -2.9768, -0.7074], [0.9617, -3.4358, -1.1946], [0.2369, -4.6716, 0.4463], [-2.2850, -1.7000, -1.9048], [-2.1100, -3.1641, 0.1969], [1.1665, -5.2454, 0.5216], [-0.8550, -4.9434, 1.2678], [-2.0191, -4.1684, 1.1636], [-3.0027, -2.5417, 0.0926], [-0.7992, -5.7544, 1.9975], [-2.8662, -4.3612, 1.8222], [-0.5248, 3.1692, -3.7910], [-0.3401, 1.0873, -3.0831], [1.1848, 3.8262, -4.1181], [-1.4279, 4.0664, -2.4509], [-1.4838, 3.1116, -5.3754], [1.9498, 3.0471, -4.2146], [1.4781, 4.5181, -3.3190], [1.1258, 4.3921, -5.0602], [-0.8604, 2.7771, -6.2145], [-1.7957, 4.1463, -5.5758], [-2.3777, 2.4827, -5.3159], [-1.7843, 3.4282, -1.6381], [-2.3003, 4.5388, -2.9210], [-0.7860, 4.8583, -2.0472], [1.7910, 0.3916, 2.8691], [0.1550, -0.2774, 2.3645], [0.3800, -2.0372, 2.7980], [-0.8573, 0.2871, 3.7712], [-0.5615, -0.0552, 5.1013], [-1.3135, 0.4982, 6.1425], [-2.3533, 1.3900, 5.8590], [-2.6651, 1.7096, 4.5312], [-1.9370, 1.1457, 3.4842], [2.4729, 0.2999, 2.0127], [2.1777, -0.1808, 3.7243], [1.6948, 1.4520, 3.1402], [1.1665, -2.1758, 3.5488], [-0.5717, -2.4343, 3.1679], [0.6373, -2.5852, 1.8866], [0.2572, -0.7459, 5.3241], [-1.0786, 0.2299, 7.1721], [-2.9250, 1.8342, 6.6735], [-3.4817, 2.4016, 4.3092], [-2.1909, 1.3447, 2.4396]],
  "energy_ev": -116774.811,
  "e_homo_ev": [-7.12, -7.17],
  "multiplicity": 2,
  "lumo_ha": [0.0099, 0.0099]
}

> Which of these has the lowest multiplicity?

C28H47BrN2OP2Pd

> Look up the multiplicity of the second one.

3